This record from the OMol25 dataset describes a 8-piece molecular cluster, C16H48O8 overall. The level of theory is the ωB97M-V functional and the def2-TZVPD basis.

Summary:
Kohn-Sham gap (eV): 9.90
Total energy (a.u.): -1240.24081
LUMO energy (eV): 0.47
Structure (SMILES): CCO.CCO.CCO.CCO.CCO.CCO.CCO.CCO
ΔE to the lowest compared entry with this formula, charge and spin (eV): 1.830

Geometry (Å):
C -3.122401 -1.585692 2.385310
C -1.855322 -0.976937 1.865891
O -0.936141 -1.945056 1.345428
H -3.808189 -1.840462 1.577956
H -3.588247 -0.946391 3.134788
H -2.888485 -2.513333 2.917870
H -1.318058 -0.440186 2.652078
H -2.055562 -0.210195 1.106422
H -1.423962 -2.524629 0.747015
C 0.131847 3.301436 -5.282009
C 0.663637 2.511251 -4.113875
O 1.299102 1.349529 -4.625142
H 0.945581 3.531410 -5.972319
H -0.303905 4.244134 -4.945365
H -0.629080 2.754136 -5.839095
H -0.134284 2.252649 -3.409419
H 1.396894 3.127564 -3.574808
H 1.661394 0.799253 -3.920211
C -1.963564 -5.707767 -0.465240
C -0.571108 -5.354821 -0.919728
O -0.361499 -3.962928 -0.700905
H -2.712658 -5.139405 -1.020278
H -2.089487 -5.519920 0.600162
H -2.166117 -6.763219 -0.659398
H -0.430955 -5.582052 -1.982573
H 0.156877 -5.961376 -0.365851
H 0.509270 -3.742132 -1.046494
C 1.197018 0.990976 -0.182334
C 1.820198 -0.141525 0.559533
O 1.419196 -1.408094 -0.018979
H 0.117532 0.892267 -0.246277
H 1.702342 1.110772 -1.141346
H 1.392608 1.953113 0.308002
H 1.513891 -0.170902 1.608914
H 2.905565 -0.130563 0.484349
H 0.596695 -1.667393 0.423005
C 1.501304 -2.659889 3.941792
C 0.709762 -1.965538 5.021904
O 1.113035 -2.416902 6.319836
H 2.570984 -2.510026 4.115703
H 1.251425 -2.228569 2.971822
H 1.349650 -3.738002 3.943033
H -0.362014 -2.152238 4.884462
H 0.849281 -0.882013 4.972177
H 0.344228 -2.748972 6.786878
C 1.276509 -2.063547 -4.897474
C 1.500560 -2.250258 -3.428389
O 1.695961 -0.996437 -2.805497
H 2.187053 -1.726162 -5.391333
H 0.470034 -1.358671 -5.093426
H 0.986334 -3.009176 -5.367312
H 2.352933 -2.926758 -3.244552
H 0.670552 -2.788753 -2.943450
H 1.829069 -1.164109 -1.860282
C -2.002292 2.966544 -0.055416
C -2.744024 4.163603 -0.630054
O -2.269781 4.423922 -1.962737
H -0.938775 3.080354 -0.261869
H -2.328449 2.046148 -0.540314
H -2.184619 2.931747 1.019250
H -2.572668 5.041388 -0.001513
H -3.818567 3.975752 -0.680114
H -2.127651 5.367998 -2.063136
C 1.188992 3.642185 2.600079
C 1.093425 5.141023 2.780244
O 2.288885 5.689722 3.330911
H 2.102683 3.383095 2.068178
H 0.311076 3.254582 2.082972
H 1.247949 3.161341 3.581277
H 0.232229 5.421965 3.399852
H 0.922984 5.658156 1.832317
H 2.231319 5.652987 4.289101

Force components x, y, z for each atom (eV/Å):
C -0.022 -0.621 0.450
C 0.726 0.666 -0.212
O -0.484 0.148 0.195
H -0.165 0.137 0.073
H -0.243 0.175 -0.295
H 0.063 0.020 -0.075
H 0.040 -0.245 0.102
H -0.121 -0.138 -0.067
H 0.271 -0.192 -0.167
C -0.059 0.192 -0.182
C 0.364 -0.116 0.163
O -0.012 0.040 -0.275
H -0.003 -0.009 0.025
H -0.016 -0.042 0.035
H 0.002 -0.086 0.085
H -0.046 -0.012 -0.041
H -0.082 -0.006 0.057
H -0.215 -0.079 0.177
C -0.235 -0.130 -0.250
C 0.099 -0.142 -0.060
O 0.001 -0.117 0.056
H 0.059 0.088 0.060
H 0.015 0.025 0.036
H 0.060 0.010 0.097
H -0.126 -0.029 0.012
H 0.023 0.168 0.030
H 0.027 0.210 0.122
C 0.514 1.228 0.012
C -0.298 -1.303 0.122
O 0.559 0.291 0.017
H -0.039 -0.160 -0.348
H -0.555 -0.232 -0.326
H -0.023 -0.215 0.223
H 0.211 0.223 0.078
H 0.064 0.178 0.206
H -0.241 -0.033 -0.030
C 0.500 0.201 0.082
C -0.340 -0.180 0.221
O 0.022 0.036 -0.117
H -0.066 0.104 -0.019
H -0.038 -0.216 -0.082
H -0.259 0.009 -0.081
H 0.053 0.017 -0.047
H 0.093 0.011 -0.017
H 0.019 0.014 0.018
C -0.209 -0.326 -0.468
C 0.099 -0.714 0.621
O 0.297 0.063 -0.118
H -0.044 0.178 0.015
H 0.096 0.161 0.071
H 0.091 0.006 0.120
H 0.166 0.312 -0.197
H -0.291 0.319 -0.275
H -0.293 0.078 0.137
C -0.194 0.340 -0.314
C 0.312 0.086 -0.394
O -0.045 -0.101 0.256
H 0.043 0.043 0.182
H -0.041 -0.053 0.121
H 0.071 -0.265 0.018
H -0.051 -0.015 0.027
H -0.043 0.011 0.120
H -0.055 -0.030 -0.029
C 0.010 0.024 0.436
C -0.167 0.446 0.007
O -0.085 0.026 -0.044
H -0.066 0.014 -0.178
H 0.048 -0.052 -0.091
H -0.046 -0.041 -0.058
H 0.047 -0.188 0.052
H 0.208 -0.160 -0.077
H 0.042 -0.052 -0.005